Model A:
# C5H6Si

A 2-piece molecular cluster, C5H6Si overall (ωB97M-V/def2-TZVPD, the OMol25 dataset).

The frontier orbital gap comes out at 7.6760 eV.

ORCA input file:
```
! RIJCOSX wB97M-V def2-TZVPD def2/J DEFGRID3
* xyz 0 1
Si -2.674 -0.350 0.681
C -2.576 1.353 -0.076
C -2.685 2.460 -0.538
C -1.412 -1.274 -0.273
C 2.651 -0.127 0.672
C -0.792 -2.133 -0.855
H -2.739 3.373 -1.078
H 2.558 -0.943 1.532
H -0.278 -2.898 -1.358
H 1.650 -0.004 0.275
H 2.947 0.861 1.189
H 3.349 -0.318 -0.171
*
```

Atomic charges from the Mulliken analysis, expressed in e, are listed below: number 1, Si, carries -0.12; number 2, C, carries -0.72; number 3, C, carries 0.38; number 4, C, carries -0.47; number 5, C, carries -0.76; number 6, C, carries 0.16; number 7, H, carries 0.39; number 8, H, carries 0.19; number 9, H, carries 0.38; number 10, H, carries 0.12; number 11, H, carries 0.23; number 12, H, carries 0.22

Model B:
# C5H6Si

C5H6Si as an isolated structure (ωB97M-V/def2-TZVPD, the OMol25 dataset).

The frontier orbital gap comes out at 9.7019 eV.

ORCA input file:
```
! RIJCOSX wB97M-V def2-TZVPD def2/J DEFGRID3
* xyz 0 1
Si -0.840 0.691 -1.022
C 1.920 -0.774 0.033
C -1.686 -0.198 0.476
C 1.764 0.351 0.650
C 0.522 -0.140 0.063
C -0.513 -0.627 0.964
H -0.387 -1.157 1.830
H 2.181 1.245 1.126
H -0.789 2.186 -0.851
H 2.418 -1.718 -0.079
H -2.724 -0.249 0.676
H -1.266 -0.100 -2.253
*
```

Atomic charges from the Mulliken analysis, expressed in e, are listed below: number 1, Si, carries 0.15; number 2, C, carries -0.38; number 3, C, carries -0.46; number 4, C, carries -0.45; number 5, C, carries 0.46; number 6, C, carries -0.81; number 7, H, carries 0.48; number 8, H, carries 0.35; number 9, H, carries -0.08; number 10, H, carries 0.36; number 11, H, carries 0.44; number 12, H, carries -0.08

Stability ranking, top entry: model B; the second entry is 6.0 kcal/mol less favorable.

Model A:
# C3H4Cl2

One molecule with the formula C3H4Cl2 (ωB97M-V/def2-TZVPD, the OMol25 dataset).

The SMILES is C=C(Cl)CCl. The frontier orbital gap comes out at 10.7728 eV.

ORCA input file:
```
! RIJCOSX wB97M-V def2-TZVPD def2/J DEFGRID3
* xyz 0 1
Cl -0.703 -1.428 1.928
Cl -0.471 2.116 0.483
C -0.109 0.542 -0.033
C 0.471 -0.630 0.847
C -0.339 0.338 -1.269
H -0.451 -0.687 -1.713
H 1.227 -0.151 1.528
H 0.929 -1.315 0.195
H -0.554 1.215 -1.966
*
```

Atomic charges from the Mulliken analysis, expressed in e, are listed below: number 1, Cl, carries -0.17; number 2, Cl, carries -0.20; number 3, C, carries 0.43; number 4, C, carries -0.42; number 5, C, carries -0.71; number 6, H, carries 0.22; number 7, H, carries 0.27; number 8, H, carries 0.33; number 9, H, carries 0.24

Model B:
# C3H4Cl2

C3H4Cl2 as an isolated structure (ωB97M-V/def2-TZVPD, the OMol25 dataset).

The frontier orbital gap comes out at 7.8894 eV.

ORCA input file:
```
! RIJCOSX wB97M-V def2-TZVPD def2/J DEFGRID3
* xyz 0 1
Cl 2.338 -1.153 -0.202
Cl 2.592 1.532 -0.143
C -1.014 0.566 0.161
C -1.141 -0.728 0.165
C 1.627 0.283 -0.467
H -1.070 1.179 1.021
H -1.428 -1.490 0.917
H -0.948 -1.294 -0.738
H -0.957 1.105 -0.713
*
```

Atomic charges from the Mulliken analysis, expressed in e, are listed below: number 1, Cl, carries -0.04; number 2, Cl, carries -0.05; number 3, C, carries -0.62; number 4, C, carries -0.41; number 5, C, carries 0.07; number 6, H, carries 0.28; number 7, H, carries 0.24; number 8, H, carries 0.22; number 9, H, carries 0.32

Stability ranking, top entry: model A; the second entry is 80.1 kcal/mol less favorable.

Model A:
# C5H8O3

One molecule with the formula C5H8O3 (ωB97M-V/def2-TZVPD, the OMol25 dataset).

The SMILES is C[C@@H](O)CC(=O)C=O. The frontier orbital gap comes out at 9.3379 eV.

ORCA input file:
```
! RIJCOSX wB97M-V def2-TZVPD def2/J DEFGRID3
* xyz 0 1
O -0.718 -2.334 0.146
O -2.752 0.424 0.582
O 0.946 2.058 -0.248
C -1.537 -1.604 0.629
C -1.770 -0.156 0.196
C 1.695 -0.253 -0.179
C -0.708 0.430 -0.688
C 0.578 0.745 0.116
H 2.560 -0.050 0.450
H 0.347 0.721 1.196
H -0.476 -0.272 -1.490
H -1.067 1.371 -1.106
H 1.993 -0.169 -1.223
H -2.228 -1.928 1.429
H 1.357 -1.267 0.012
H 1.779 2.284 0.179
*
```

Atomic charges from the Mulliken analysis, expressed in e, are listed below: number 1, O, carries -0.44; number 2, O, carries -0.51; number 3, O, carries -0.56; number 4, C, carries -0.02; number 5, C, carries 0.45; number 6, C, carries -1.35; number 7, C, carries -0.64; number 8, C, carries 0.38; number 9, H, carries 0.41; number 10, H, carries 0.23; number 11, H, carries 0.34; number 12, H, carries 0.34; number 13, H, carries 0.34; number 14, H, carries 0.38; number 15, H, carries 0.31; number 16, H, carries 0.33

Model B:
# C5H8O3

One molecule with the formula C5H8O3 (ωB97M-V/def2-TZVPD, the OMol25 dataset).

The SMILES is O[C@@H]1CO[C@@H]2C[C@]12O. The frontier orbital gap comes out at 9.3631 eV.

ORCA input file:
```
! RIJCOSX wB97M-V def2-TZVPD def2/J DEFGRID3
* xyz 0 1
O -1.043 1.155 -1.687
O 1.623 -1.047 -0.864
O -0.670 -0.523 1.649
C 1.124 0.873 0.535
C 0.520 -0.187 1.260
C 0.649 -0.257 -0.187
C -1.527 0.042 0.551
C -0.732 -0.081 -0.918
H 1.345 -0.903 1.629
H -1.746 1.137 0.897
H 0.733 1.836 0.237
H -1.041 -0.908 -1.424
H 2.274 0.699 1.049
H -2.459 -0.394 0.503
H 1.414 -2.091 -1.066
H -0.006 1.607 -2.052
*
```

Atomic charges from the Mulliken analysis, expressed in e, are listed below: number 1, O, carries -0.60; number 2, O, carries -0.60; number 3, O, carries -0.45; number 4, C, carries -0.58; number 5, C, carries -0.28; number 6, C, carries 0.50; number 7, C, carries -0.69; number 8, C, carries 0.00; number 9, H, carries 0.33; number 10, H, carries 0.26; number 11, H, carries 0.29; number 12, H, carries 0.44; number 13, H, carries 0.22; number 14, H, carries 0.45; number 15, H, carries 0.34; number 16, H, carries 0.36

Model C:
# C5H8O3

C5H8O3 as an isolated structure (ωB97M-V/def2-TZVPD, the OMol25 dataset).

The frontier orbital gap comes out at 9.6181 eV.

ORCA input file:
```
! RIJCOSX wB97M-V def2-TZVPD def2/J DEFGRID3
* xyz 0 1
O -0.032 -1.545 -1.013
O -1.388 -0.527 0.449
O 0.000 1.939 -1.969
C -0.300 0.619 -1.661
C 0.416 -0.164 -0.572
C 1.017 -0.335 0.768
C -0.830 0.460 -0.304
C -0.405 -0.593 1.670
H 0.992 -2.193 -1.095
H -0.705 1.512 0.312
H -0.168 2.548 -1.054
H 1.444 0.619 1.160
H -0.512 -1.547 2.346
H -0.650 0.319 2.498
H 1.819 -0.945 0.878
H -0.697 -0.167 -2.411
*
```

Atomic charges from the Mulliken analysis, expressed in e, are listed below: number 1, O, carries -0.59; number 2, O, carries -0.44; number 3, O, carries -0.56; number 4, C, carries 0.16; number 5, C, carries 0.96; number 6, C, carries -1.08; number 7, C, carries -0.40; number 8, C, carries -0.34; number 9, H, carries 0.34; number 10, H, carries 0.03; number 11, H, carries 0.38; number 12, H, carries 0.24; number 13, H, carries 0.29; number 14, H, carries 0.22; number 15, H, carries 0.48; number 16, H, carries 0.31

Stability ranking, top entry: model A; the second entry is 113.5 kcal/mol less favorable.

Model A:
# C5H8O3

One molecule with the formula C5H8O3 (ωB97M-V/def2-TZVPD, the OMol25 dataset).

The SMILES is CC(=O)/C(O)=C(/C)O. The frontier orbital gap comes out at 9.0328 eV.

ORCA input file:
```
! RIJCOSX wB97M-V def2-TZVPD def2/J DEFGRID3
* xyz 0 1
O 0.702 0.894 -1.110
O -1.812 -0.561 1.045
O 0.475 -1.224 1.705
C 2.472 -0.538 0.411
C 0.938 -0.540 0.752
C -2.267 0.925 -0.783
C 0.034 0.188 -0.152
C -1.352 0.165 0.116
H 2.682 -0.648 -0.567
H -2.264 0.515 -1.722
H -3.291 0.619 -0.457
H 3.001 -1.241 1.072
H -1.087 -1.090 1.497
H -1.956 1.966 -0.609
H 0.889 0.166 -1.836
H 2.836 0.404 0.637
*
```

Atomic charges from the Mulliken analysis, expressed in e, are listed below: number 1, O, carries -0.61; number 2, O, carries -0.54; number 3, O, carries -0.79; number 4, C, carries -1.30; number 5, C, carries 1.10; number 6, C, carries -1.21; number 7, C, carries -0.07; number 8, C, carries 0.53; number 9, H, carries 0.40; number 10, H, carries 0.36; number 11, H, carries 0.36; number 12, H, carries 0.33; number 13, H, carries 0.44; number 14, H, carries 0.31; number 15, H, carries 0.33; number 16, H, carries 0.37

Model B:
# C5H8O3

One molecule with the formula C5H8O3 (ωB97M-V/def2-TZVPD, the OMol25 dataset).

The SMILES is C[C@H]1O[C@@]1(C)C(=O)O. The frontier orbital gap comes out at 10.7471 eV.

ORCA input file:
```
! RIJCOSX wB97M-V def2-TZVPD def2/J DEFGRID3
* xyz 0 1
O 0.108 -2.006 0.898
O 1.769 -1.793 -0.587
O -0.307 0.632 1.036
C -0.889 0.590 -0.212
C 0.925 -1.280 0.098
C 1.870 1.092 -0.049
C 0.687 0.191 0.142
C -2.137 -0.211 -0.388
H -2.462 -0.155 -1.427
H -2.000 -1.263 -0.143
H -2.928 0.202 0.248
H -0.354 -1.404 1.511
H 2.291 1.360 0.930
H 2.630 0.582 -0.613
H -0.794 1.438 -0.885
H 1.593 2.025 -0.559
*
```

Atomic charges from the Mulliken analysis, expressed in e, are listed below: number 1, O, carries -0.54; number 2, O, carries -0.58; number 3, O, carries -0.53; number 4, C, carries -0.13; number 5, C, carries 0.30; number 6, C, carries -1.18; number 7, C, carries 1.02; number 8, C, carries -1.10; number 9, H, carries 0.33; number 10, H, carries 0.35; number 11, H, carries 0.29; number 12, H, carries 0.41; number 13, H, carries 0.28; number 14, H, carries 0.38; number 15, H, carries 0.39; number 16, H, carries 0.33

Stability ranking, top entry: model B; the second entry is 7.8 kcal/mol less favorable.

Model A:
# CH7N2OPSi

One molecule with the formula CH7N2OPSi (ωB97M-V/def2-TZVPD, the OMol25 dataset).

The frontier orbital gap comes out at 6.4989 eV.

ORCA input file:
```
! RIJCOSX wB97M-V def2-TZVPD def2/J DEFGRID3
* xyz 0 1
P 2.613 -0.539 -2.025
Si -0.745 -0.760 2.058
O 0.323 -0.733 0.874
N -1.043 0.707 -0.388
N 1.018 -0.021 -1.272
C 0.147 0.082 -0.247
H -2.065 -1.200 1.502
H -0.405 -1.698 3.139
H 2.359 0.370 -2.962
H -1.194 1.471 0.201
H -0.615 0.623 2.352
H -1.065 1.099 -1.311
H 0.671 0.598 -1.922
*
```

Atomic charges from the Mulliken analysis, expressed in e, are listed below: number 1, P, carries -0.28; number 2, Si, carries 0.35; number 3, O, carries -0.19; number 4, N, carries -0.52; number 5, N, carries -0.28; number 6, C, carries 0.69; number 7, H, carries -0.09; number 8, H, carries -0.12; number 9, H, carries -0.11; number 10, H, carries 0.25; number 11, H, carries -0.13; number 12, H, carries 0.25; number 13, H, carries 0.19

Model B:
# CH7N2OPSi

One molecule with the formula CH7N2OPSi (ωB97M-V/def2-TZVPD, the OMol25 dataset).

The SMILES is NC(=O)NP[SiH3]. The frontier orbital gap comes out at 9.0611 eV.

ORCA input file:
```
! RIJCOSX wB97M-V def2-TZVPD def2/J DEFGRID3
* xyz 0 1
P -1.690 1.016 0.364
Si -1.778 -1.210 0.047
O 0.572 -0.822 0.734
N 2.495 0.177 0.221
N 0.459 1.317 -0.077
C 1.165 0.224 0.261
H 0.699 1.953 -0.907
H 2.940 1.027 0.278
H -0.911 -1.299 -1.121
H 3.071 -0.636 0.511
H -2.041 -1.862 1.355
H -3.074 -1.219 -0.600
H -1.906 1.336 -1.066
*
```

Atomic charges from the Mulliken analysis, expressed in e, are listed below: number 1, P, carries 0.04; number 2, Si, carries 0.55; number 3, O, carries -0.67; number 4, N, carries -0.40; number 5, N, carries -0.56; number 6, C, carries 0.70; number 7, H, carries 0.26; number 8, H, carries 0.21; number 9, H, carries -0.10; number 10, H, carries 0.23; number 11, H, carries -0.09; number 12, H, carries -0.24; number 13, H, carries 0.06

Stability ranking, top entry: model B; the second entry is 18.8 kcal/mol less favorable.

Model A:
# C3H7PS

A 2-piece molecular cluster, C3H7PS overall (ωB97M-V/def2-TZVPD, the OMol25 dataset).

The frontier orbital gap comes out at 7.3100 eV.

ORCA input file:
```
! RIJCOSX wB97M-V def2-TZVPD def2/J DEFGRID3
* xyz 0 1
S -0.893 -0.819 0.752
P 2.404 0.025 -0.441
C 2.402 0.650 1.120
C 0.302 -1.640 -0.211
C -1.426 0.417 -0.440
H 0.062 -1.935 -1.236
H -0.488 0.775 -0.819
H -1.937 1.319 0.063
H 1.579 0.740 1.863
H 3.389 1.285 1.281
H -2.377 0.128 -0.971
H 0.956 -2.269 0.368
*
```

Atomic charges from the Mulliken analysis, expressed in e, are listed below: number 1, S, carries -0.01; number 2, P, carries 0.04; number 3, C, carries -0.41; number 4, C, carries -0.91; number 5, C, carries -0.72; number 6, H, carries 0.34; number 7, H, carries 0.19; number 8, H, carries 0.28; number 9, H, carries 0.23; number 10, H, carries 0.24; number 11, H, carries 0.31; number 12, H, carries 0.42

Model B:
# C3H7PS

A 2-piece molecular cluster, C3H7PS overall (ωB97M-V/def2-TZVPD, the OMol25 dataset).

The SMILES is [H]/P=C\C=C.S. The frontier orbital gap comes out at 8.6646 eV.

ORCA input file:
```
! RIJCOSX wB97M-V def2-TZVPD def2/J DEFGRID3
* xyz 0 1
S -0.925 0.911 -3.407
P 0.474 -2.361 -0.771
C 0.369 -0.469 1.259
C 1.058 -1.598 0.575
C 0.991 0.162 2.274
H -0.169 0.494 -2.318
H -0.718 -1.668 -0.762
H -1.989 0.015 -3.329
H 0.543 0.849 2.937
H 1.975 0.078 2.493
H -0.660 -0.363 0.805
H 2.100 -1.740 1.045
*
```

Atomic charges from the Mulliken analysis, expressed in e, are listed below: number 1, S, carries -0.29; number 2, P, carries -0.08; number 3, C, carries 0.18; number 4, C, carries -0.06; number 5, C, carries -0.94; number 6, H, carries 0.14; number 7, H, carries -0.08; number 8, H, carries 0.15; number 9, H, carries 0.27; number 10, H, carries 0.27; number 11, H, carries 0.21; number 12, H, carries 0.23

Model C:
# C3H7PS

One molecule with the formula C3H7PS (ωB97M-V/def2-TZVPD, the OMol25 dataset).

The SMILES is CC(C)P=S. The frontier orbital gap comes out at 7.5288 eV.

ORCA input file:
```
! RIJCOSX wB97M-V def2-TZVPD def2/J DEFGRID3
* xyz 0 1
S 3.196 0.395 -0.595
P 1.776 -0.621 0.279
C 0.183 0.083 -0.292
C -0.788 -1.090 -0.554
C -0.280 0.974 0.849
H -0.375 -1.692 -1.329
H -1.355 0.919 0.822
H 0.325 0.661 -1.290
H -0.973 -1.661 0.403
H -1.676 -0.663 -0.898
H -0.034 2.011 0.774
H 0.002 0.685 1.830
*
```

Atomic charges from the Mulliken analysis, expressed in e, are listed below: number 1, S, carries -0.29; number 2, P, carries 0.05; number 3, C, carries 0.45; number 4, C, carries -1.51; number 5, C, carries -1.41; number 6, H, carries 0.47; number 7, H, carries 0.31; number 8, H, carries 0.37; number 9, H, carries 0.34; number 10, H, carries 0.41; number 11, H, carries 0.36; number 12, H, carries 0.45

Stability ranking, top entry: model C; the second entry is 49.0 kcal/mol less favorable.